3 unconnected molecules or ions with the total composition C17H34BrN3P. Source: the OMol25 dataset; level of theory: wB97M-V/def2-TZVPD.

## Properties
HOMO level   -3.95 eV
HOMO-LUMO gap   6.799 eV
Energy   -3747.72245 a.u.

ORCA input file:
```
! RIJCOSX wB97M-V def2-TZVPD def2/J DEFGRID3
* xyz -1 1
C -1.39 -2.39 1.71
C -0.55 -1.76 0.60
N 0.62 -1.09 1.12
P 1.64 -0.16 -0.13
C 0.47 1.35 0.16
C 2.60 0.76 -1.53
C 2.84 0.40 1.27
C 3.26 1.87 1.34
C 2.64 -1.91 -0.38
C 3.80 -2.06 -1.31
C 5.14 -1.59 -0.79
Br 4.07 -4.05 -1.79
H -2.44 -2.47 1.42
H -1.33 -1.78 2.61
H -1.05 -3.40 1.97
H -1.15 -1.01 0.08
H -0.31 -2.53 -0.15
H 1.19 -1.75 1.63
H 0.74 -0.65 -1.17
H 0.10 1.35 1.19
H -0.40 1.24 -0.50
H 0.91 2.33 -0.05
H 3.68 0.87 -1.36
H 2.20 1.76 -1.67
H 2.46 0.21 -2.46
H 2.35 0.14 2.22
H 3.74 -0.21 1.21
H 2.41 2.52 1.52
H 3.74 2.20 0.41
H 3.97 2.03 2.15
H 1.84 -2.57 -0.71
H 2.98 -2.28 0.60
H 3.59 -1.67 -2.30
H 5.22 -0.50 -0.89
H 5.25 -1.84 0.26
H 5.97 -2.03 -1.34
N -1.09 2.97 -4.19
C -1.03 1.74 -3.59
C -2.21 1.54 -2.93
C -3.02 2.69 -3.14
C -2.30 3.55 -3.92
H -0.35 3.38 -4.73
H -0.15 1.12 -3.66
H -2.45 0.67 -2.34
H -4.01 2.86 -2.76
H -2.54 4.53 -4.30
N -4.29 -0.29 2.36
C -4.72 0.62 3.29
C -5.80 0.08 3.93
C -6.03 -1.20 3.37
C -5.08 -1.40 2.40
H -3.49 -0.17 1.76
H -4.21 1.56 3.41
H -6.36 0.56 4.72
H -6.80 -1.90 3.64
H -4.89 -2.23 1.75
*
```

Atom charges from the natural (NBO) analysis, given in e for atoms 1 to 4: C -0.62; C -0.21; N -0.95; P 1.37


17 unconnected molecules or ions with the total composition C29H87N36O17S at a distorted geometry. Source: the OMol25 dataset; level of theory: wB97M-V/def2-TZVPD.

## Properties
HOMO level   -10.29 eV
HOMO-LUMO gap   6.346 eV
Energy   -4805.71141 a.u.

ORCA input file:
```
! RIJCOSX wB97M-V def2-TZVPD def2/J DEFGRID3
* xyz 1 1
C 4.61 1.95 0.12
C 3.59 0.87 -0.21
C 4.12 -0.67 -0.14
C 4.70 -1.32 -1.58
N 4.08 -0.37 -2.58
C 4.68 -0.63 -3.80
S 4.96 -0.96 -5.47
N 4.26 -2.80 -1.61
C 4.01 -3.03 -0.10
N 4.46 -4.03 0.72
N 3.15 -1.79 0.21
O 1.96 -1.78 -0.45
C 0.90 -2.31 0.47
C -0.45 -2.80 -0.31
C -0.14 -3.65 -1.71
C -1.51 -1.62 -0.71
C -1.21 -0.15 -0.04
C -0.18 0.71 -1.00
C -2.66 0.68 -0.09
H 4.33 3.03 0.48
H 5.75 1.66 -0.04
H 2.52 1.22 -0.53
H 4.85 -0.67 0.78
H 5.87 -1.23 -1.38
H 5.05 -3.35 -2.02
H 4.01 -4.34 1.62
H 5.39 -4.48 0.46
H 1.39 -3.29 0.94
H 0.71 -1.59 1.38
H -1.02 -3.57 0.39
H 0.53 -3.06 -2.47
H 0.24 -4.75 -1.51
H -1.20 -3.77 -2.24
H -1.65 -1.58 -1.89
H -2.58 -1.96 -0.29
H -0.91 -0.17 1.10
H 0.37 1.47 -0.29
H 0.53 0.04 -1.64
H -0.84 1.36 -1.74
H -2.39 1.82 0.13
H -3.00 0.63 -1.23
H -3.46 0.25 0.65
C 2.59 5.62 0.38
O 2.46 4.40 0.42
N 2.95 6.34 1.45
N 2.37 6.34 -0.73
H 3.06 7.34 1.44
H 3.12 5.84 2.32
H 2.10 5.83 -1.56
H 2.47 7.34 -0.78
C -2.12 -4.99 2.88
O -2.02 -4.59 1.73
N -3.27 -4.91 3.58
N -1.09 -5.54 3.55
H -3.37 -5.24 4.53
H -4.06 -4.50 3.11
H -0.21 -5.62 3.06
H -1.15 -5.88 4.50
C -4.73 3.84 -1.21
O -4.42 2.83 -1.81
N -5.94 4.01 -0.64
N -3.90 4.89 -1.07
H -6.21 4.84 -0.14
H -6.60 3.25 -0.73
H -2.98 4.80 -1.48
H -4.13 5.73 -0.58
C 1.19 4.38 4.45
O 2.36 4.60 4.74
N 0.65 4.77 3.28
N 0.35 3.71 5.26
H -0.31 4.60 3.02
H 1.24 5.28 2.64
H 0.73 3.40 6.15
H -0.61 3.52 5.04
C 9.30 -2.89 -2.65
O 10.47 -3.18 -2.47
N 8.90 -2.00 -3.58
N 8.30 -3.43 -1.93
H 7.94 -1.74 -3.74
H 9.62 -1.56 -4.14
H 8.55 -4.11 -1.22
H 7.33 -3.21 -2.06
C -5.41 -7.38 5.29
O -4.24 -7.15 5.58
N -5.95 -6.98 4.13
N -6.25 -8.04 6.10
H -6.91 -7.16 3.87
H -5.36 -6.48 3.48
H -5.87 -8.36 6.99
H -7.21 -8.24 5.88
C -7.66 1.96 1.86
O -7.56 2.36 0.72
N -8.81 2.04 2.56
N -6.64 1.41 2.53
H -8.91 1.71 3.51
H -9.61 2.45 2.10
H -5.76 1.33 2.04
H -6.70 1.07 3.48
C 9.80 -1.74 1.27
O 8.63 -1.52 1.00
N 10.70 -2.10 0.34
N 10.28 -1.64 2.52
H 11.67 -2.28 0.54
H 10.37 -2.18 -0.61
H 9.64 -1.37 3.24
H 11.24 -1.81 2.76
C 4.70 -6.82 3.24
O 3.53 -6.60 2.97
N 5.60 -7.18 2.31
N 5.18 -6.72 4.49
H 6.57 -7.36 2.52
H 5.27 -7.27 1.36
H 4.54 -6.45 5.22
H 6.14 -6.90 4.73
C 2.39 0.24 4.29
O 2.86 0.51 5.39
N 1.64 1.11 3.60
N 2.58 -0.94 3.69
H 1.24 0.91 2.69
H 1.47 2.02 4.02
H 3.14 -1.63 4.18
H 2.20 -1.18 2.79
C 10.38 0.56 5.39
O 9.87 -0.54 5.24
N 11.69 0.79 5.21
N 9.67 1.65 5.74
H 12.13 1.69 5.32
H 12.26 0.00 4.94
H 8.67 1.52 5.89
H 10.06 2.56 5.87
C 1.79 8.78 -3.70
O 2.26 9.05 -2.61
N 1.04 9.65 -4.40
N 1.98 7.59 -4.31
H 0.64 9.45 -5.30
H 0.87 10.55 -3.98
H 2.54 6.91 -3.82
H 1.60 7.36 -5.21
C -7.32 -1.44 -1.24
O -7.83 -2.54 -1.39
N -6.01 -1.22 -1.42
N -8.03 -0.36 -0.89
H -5.57 -0.32 -1.30
H -5.44 -2.01 -1.69
H -9.03 -0.48 -0.74
H -7.64 0.56 -0.76
C -11.71 0.78 -2.45
O -11.24 1.05 -1.36
N -12.46 1.65 -3.15
N -11.52 -0.41 -3.06
H -12.86 1.45 -4.05
H -12.63 2.55 -2.73
H -10.96 -1.09 -2.57
H -11.90 -0.64 -3.96
C -11.50 0.01 -7.10
O -12.08 -0.55 -6.18
N -11.88 -0.13 -8.38
N -10.44 0.82 -6.91
H -11.42 0.33 -9.15
H -12.68 -0.73 -8.57
H -10.13 0.95 -5.96
H -9.96 1.29 -7.65
C 0.67 4.50 -6.40
O 1.23 5.30 -5.67
N -0.54 3.99 -6.13
N 1.23 4.04 -7.54
H -1.02 3.32 -6.72
H -1.00 4.30 -5.28
H 2.15 4.40 -7.77
H 0.79 3.38 -8.15
*
```

Atom charges from the Löwdin analysis, given in e for atoms 1 to 4: C 0.04; C -0.08; C -0.18; C -0.29


A single C5H9NS molecule at a distorted geometry. Source: the OMol25 dataset; level of theory: wB97M-V/def2-TZVPD.

## Properties
ΔE to the lowest compared entry with this formula, charge and spin   89.8 kcal/mol
HOMO level   -8.95 eV
Structure (SMILES)   S[C@@H]1[C@H]2CNC[C@@H]12
HOMO-LUMO gap   9.868 eV
Energy   -648.71012 a.u.

ORCA input file:
```
! RIJCOSX wB97M-V def2-TZVPD def2/J DEFGRID3
* xyz 0 1
S -3.00 -0.21 -0.09
C -1.25 -0.05 0.58
C -0.35 0.86 -0.26
C 1.19 1.03 0.25
N 2.02 -0.18 -0.26
C 1.12 -1.25 0.16
C -0.39 -0.69 -0.32
H -3.43 1.10 -0.05
H -1.15 -0.09 1.76
H -0.91 1.35 -1.20
H 1.43 1.92 -0.42
H 1.46 1.05 1.44
H 1.89 -0.07 -1.38
H 1.49 -2.27 -0.29
H 1.01 -1.35 1.18
H -1.13 -1.13 -1.11
*
```

Atom charges from the natural (NBO) analysis, given in e for atoms 1 to 4: S -0.07; C -0.33; C -0.30; C -0.27


2 unconnected molecules or ions with the total composition C2H11N5 at a distorted geometry. Source: the OMol25 dataset; level of theory: wB97M-V/def2-TZVPD.

## Properties
ΔE to the lowest compared entry with this formula, charge and spin   50.0 kcal/mol
HOMO level   -8.34 eV
Structure (SMILES)   [H]/N=C(\N)NN.CN
HOMO-LUMO gap   9.218 eV
Energy   -356.51419 a.u.

ORCA input file:
```
! RIJCOSX wB97M-V def2-TZVPD def2/J DEFGRID3
* xyz 0 1
H 1.08 2.15 -1.45
N 0.66 1.27 -1.70
C -0.44 1.05 -1.05
N -0.76 1.55 0.19
N -1.11 -0.10 -1.41
N -2.13 -0.70 -0.63
H -0.42 0.70 0.95
H -0.18 2.33 0.46
H -0.85 -0.53 -2.28
H -3.00 -0.16 -0.73
H -1.87 -0.66 0.35
C 1.11 -1.55 1.07
N 1.20 -0.08 1.11
H 0.28 -1.81 0.41
H 0.96 -1.92 2.08
H 2.02 -2.01 0.67
H 1.92 0.21 1.76
H 1.53 0.26 0.20
*
```

Atom charges from the natural (NBO) analysis, given in e for atoms 1 to 4: H 0.33; N -0.83; C 0.57; N -0.91


14 unconnected molecules or ions with the total composition C15H58N10O14 at a distorted geometry. Source: the OMol25 dataset; level of theory: wB97M-V/def2-TZVPD.

## Properties
ΔE to the lowest compared entry with this formula, charge and spin   0.0 kcal/mol
HOMO level   -8.74 eV
HOMO-LUMO gap   8.192 eV
Energy   -2207.07443 a.u.

ORCA input file:
```
! RIJCOSX wB97M-V def2-TZVPD def2/J DEFGRID3
* xyz 0 1
C 19.16 -0.36 9.95
C 18.63 1.08 9.98
O 19.17 1.68 8.79
H 20.17 -0.46 9.66
H 18.64 -0.94 9.27
H 19.07 -0.85 10.90
H 18.93 1.59 10.93
H 17.55 1.13 10.05
H 19.06 2.68 8.86
C 16.76 -4.03 11.24
O 16.32 -5.29 10.70
N 16.69 -3.74 12.50
N 17.08 -2.97 10.53
H 16.33 -4.56 13.05
H 17.05 -2.88 12.98
H 17.21 -3.27 9.56
H 17.52 -2.11 10.89
C 16.86 2.31 16.95
O 16.47 2.53 18.22
N 17.20 3.30 16.17
N 16.69 1.22 16.28
H 17.44 4.18 16.68
H 17.36 3.26 15.21
H 16.13 0.56 16.83
H 16.89 1.04 15.26
C 13.94 -1.39 11.42
O 12.89 -0.56 11.63
N 14.84 -1.24 10.49
N 14.35 -2.25 12.28
H 14.68 -0.48 9.76
H 15.57 -2.03 10.33
H 13.76 -2.44 13.16
H 15.23 -2.80 12.24
C 17.35 -0.20 13.24
O 17.70 -1.40 13.71
N 17.87 0.90 13.69
N 16.46 0.01 12.29
H 18.75 1.01 14.29
H 17.52 1.79 13.32
H 15.94 -0.78 11.83
H 16.22 0.89 11.91
C 16.15 4.44 11.10
O 15.81 3.16 11.48
N 16.10 5.53 11.87
N 16.49 4.74 9.86
H 15.66 5.45 12.77
H 16.26 6.45 11.53
H 16.27 4.06 9.15
H 16.34 5.72 9.45
C 14.42 2.30 13.97
O 14.10 0.93 14.00
H 14.07 2.80 14.84
H 14.04 2.89 13.09
H 15.54 2.45 13.99
H 14.63 0.55 13.31
C 20.64 -2.49 14.10
O 20.47 -1.21 13.52
H 20.00 -3.22 13.69
H 20.58 -2.55 15.16
H 21.63 -2.85 13.79
H 19.52 -0.98 13.71
C 20.76 1.22 16.52
O 19.72 1.65 15.59
H 21.39 0.50 16.03
H 20.36 0.64 17.35
H 21.33 2.10 16.89
H 19.08 2.24 16.04
C 21.52 2.16 12.70
O 21.18 2.60 11.38
H 21.60 3.04 13.26
H 22.54 1.73 12.69
H 20.79 1.39 13.02
H 21.63 2.06 10.72
C 19.05 4.40 13.55
O 17.79 3.82 13.50
H 19.46 4.34 12.60
H 19.65 3.96 14.31
H 18.98 5.52 13.64
H 17.34 4.37 12.82
C 17.45 -1.66 18.09
O 18.01 -1.28 16.84
H 16.57 -2.33 18.01
H 17.08 -0.72 18.64
H 18.15 -2.15 18.81
H 17.68 -0.41 16.64
C 17.46 -4.62 16.34
O 18.01 -3.84 15.33
H 16.41 -4.51 16.34
H 17.90 -4.23 17.24
H 17.80 -5.65 16.28
H 17.98 -2.95 15.63
C 14.66 -2.35 15.32
O 13.34 -2.67 14.93
H 14.77 -1.32 15.13
H 15.39 -2.88 14.75
H 14.88 -2.47 16.41
H 12.81 -2.18 15.58
*
```

Atom charges from the Löwdin analysis, given in e for atoms 1 to 4: C -0.06; C -0.30; O -0.10; H 0.07